No. 1
Density functional theory data (the ωB97M-V functional and the def2-TZVPD basis) for a structure of composition C32H30Br3N6O2W.

Results
**Lowest unoccupied orbital energy (spin up / spin down)**: -10.206 / -9.719 eV
**⟨S²⟩**: 2.0265
**Total charge**: +3
**2S+1**: 3
**HOMO-LUMO gap (spin up / spin down)**: 5.8 / 6.3 eV

The geometry in XYZ format:
```
74
C32H30Br3N6O2W | OMol25 | the ωB97M-V functional and the def2-TZVPD basis
H 2.4215 0.1010 -2.4268
C 0.3677 -1.3705 -2.8049
C -2.5485 0.0622 -1.9720
Br 2.4556 7.1844 -1.1198
C 1.1647 -2.1439 -3.8860
C -2.0623 -1.9572 1.3036
H -1.3558 -0.6556 4.8101
H -2.2730 2.8336 2.9698
H -0.5741 -1.8703 -2.5818
Br -2.4098 -2.6518 -0.4075
C 3.9194 -0.2771 2.5433
H -4.7474 2.6981 2.9625
H -3.0930 -2.2191 5.4748
C -3.9318 0.1345 -2.1656
H 2.1582 2.6309 -3.1273
C -4.7313 0.5977 -1.1545
H 2.4917 -3.2768 3.1118
C 1.9067 5.3984 -1.1544
H -3.5467 -3.2414 2.1519
C 1.3218 -2.7123 -1.0005
H -5.8092 0.6148 -1.2618
H 0.1739 -0.3423 -3.1147
H 0.8732 -4.2302 -2.5182
N 1.1456 -1.3074 -1.5203
H 0.5091 -2.8463 -4.3995
H 2.8694 4.9945 -3.0338
C -0.2410 3.0804 0.7481
C -2.0761 1.7342 1.1513
C 3.2330 -1.9171 -2.7548
H 4.5176 -1.9281 3.7718
H 4.7691 0.3471 2.7786
C -0.9162 -0.5771 2.7352
H 2.1197 -2.6715 -0.2630
C -2.8024 -2.4788 2.3317
C 2.5328 -0.8382 -1.8909
N 1.8526 -0.4857 1.3162
C 1.7265 -3.6539 -2.1592
C 0.7390 3.5302 -0.1682
H 3.7448 -1.4449 -3.5926
C -2.7801 2.3097 2.1679
H 0.8868 -2.3102 1.5779
H 3.9830 -2.4573 -2.1771
C 1.1195 4.8878 -0.1504
H -0.7974 3.8485 1.2823
C -2.7357 1.0737 0.0969
N -1.9447 0.4755 -0.8646
N -1.1131 -1.0018 1.4547
C 3.7750 -1.5357 3.0894
C -4.1351 1.0965 0.0265
H 0.4050 -3.0416 -0.5154
H -5.9382 1.6879 1.0619
O 0.8016 1.4125 -1.3013
C 1.7452 -1.7286 1.8670
W 0.0966 0.1237 -0.0876
H 1.5707 -1.4643 -4.6349
H 2.4773 -4.3624 -1.8103
C -2.5728 -2.0248 3.6357
C -4.8566 1.6793 1.0992
N -0.6642 1.8433 0.8742
H 3.0865 -0.6424 -0.9747
H 0.7874 5.5249 0.6599
C -4.1927 2.2477 2.1510
H -4.3472 -0.2112 -3.1012
Br 3.2531 1.9107 0.9730
H -1.9257 -0.3666 -2.7405
C -1.5862 -1.0454 3.8274
C 2.9550 0.2025 1.6689
C 2.2756 4.5765 -2.2313
C 1.1399 2.7130 -1.2457
C 1.8820 3.2545 -2.2877
H -0.1572 0.1827 2.8659
C 2.6571 -2.2787 2.7315
O -3.3018 -2.5547 4.5907
N 2.2564 -2.8695 -3.2617
```

Mulliken population analysis, charges in e, atoms 1 to 5: atom 1 (H): 0.092, atom 2 (C): -0.193, atom 3 (C): -0.045, atom 4 (Br): -0.067, atom 5 (C): -1.180



No. 2
Density functional theory data (the ωB97M-V functional and the def2-TZVPD basis) for a structure of composition C32H30BrF12N2O4PTa.

Results
**Lowest unoccupied orbital energy**: -4.197 eV
**Total charge**: +1
**2S+1**: 1
**HOMO-LUMO gap**: 6.7 eV

The geometry in XYZ format:
```
83
C32H30BrF12N2O4PTa | OMol25 | the ωB97M-V functional and the def2-TZVPD basis
C 5.3861 4.0685 -2.1489
C 1.4462 0.5430 3.7120
Ta -0.4569 0.4326 0.1198
H -3.7185 -1.5979 0.3540
F 0.7501 5.0927 -2.3338
H -3.5493 2.3787 1.7051
C -3.7057 1.2954 1.7230
F 0.9652 5.0641 0.3118
C -3.7475 1.9642 -1.1568
C 3.8013 0.9872 -0.5954
F 1.0472 3.1621 1.3487
C -4.1397 -0.8228 -0.2912
F -1.1800 4.2042 -1.9953
C 0.6630 -0.4116 2.7744
H 4.1523 0.0630 -0.1674
O -0.2762 2.0058 -0.9439
H 3.8412 -3.5700 -0.2545
F 0.6445 1.3973 4.3419
C -0.2751 -4.6974 -3.2905
C 2.7111 -1.7611 -0.1878
H 2.1755 -2.5179 3.5146
F -1.5827 -1.2086 3.0982
H -5.4698 2.9959 -1.9583
C -0.3432 -1.3270 3.5961
C 4.3778 3.0938 -1.6173
H -5.8822 1.3035 1.4985
C 2.0514 2.5499 -1.1009
C -0.4211 -3.3998 -2.8491
H -5.2440 -0.1215 2.3189
C 3.7543 -4.3535 2.3677
C 2.3160 -2.2951 2.4668
O -0.5968 -0.8062 -1.6420
H 5.7917 1.5837 -1.0550
C -0.6738 -1.8584 -0.9331
H -5.3074 1.4194 3.1582
F -0.3955 -0.9623 4.8761
H 6.2851 3.5561 -2.4886
O -0.1591 0.4137 1.9998
H 5.6822 4.7831 -1.3785
C 3.1185 -3.1545 1.7279
H 3.7309 -4.2804 3.4536
H -4.6611 -0.5413 -2.3838
C -0.5504 -3.2031 -1.4744
N -0.3692 -5.5396 -1.0467
H -2.9742 0.8987 2.4301
O -0.8322 -1.6404 0.3223
H 4.9826 4.6363 -2.9867
C 0.4515 3.8420 0.3606
C -5.1183 0.9537 2.1918
C 0.6248 3.0747 -0.9754
Br -0.1009 -5.0879 -5.1199
C 4.7472 1.8675 -1.0919
H 3.2295 -5.2671 2.0817
H -3.4132 1.6092 -2.1357
H -4.5230 -2.2236 -1.8924
H 2.7326 4.3883 -1.9432
H -5.1732 -0.6790 0.0298
F -0.0539 -2.6271 3.5566
F 2.3011 1.2547 2.9717
F 2.1522 -0.1402 4.6179
H -0.4346 -2.5615 -3.5327
C -0.2543 -5.7325 -2.3542
H -5.8481 1.4026 -1.3153
C 1.6725 -1.1900 1.9131
C 3.0259 3.4126 -1.5870
H -0.6050 -4.1495 0.4584
H -3.0726 -1.2541 -2.1520
F -0.8486 3.9404 0.6937
C 2.4377 1.2777 -0.6119
C 0.1212 3.9283 -2.1730
H 4.7928 -4.4604 2.0551
H 2.8688 -1.5360 -1.2352
C -4.0906 -1.2323 -1.7632
C 1.9832 -0.8535 0.5810
F 0.2450 3.2237 -3.2969
H -3.1432 2.8512 -0.9492
H -5.5417 2.7521 -0.2200
N 1.5060 0.3391 -0.0616
P -3.2124 0.7103 0.0531
C 3.2660 -2.8964 0.3690
H -0.1349 -6.7562 -2.6902
C -5.2365 2.2930 -1.1599
C -0.5162 -4.2962 -0.6120
```

Mulliken population analysis, charges in e, atoms 1 to 5: atom 1 (C): -1.522, atom 2 (C): 0.517, atom 3 (Ta): 1.145, atom 4 (H): 0.396, atom 5 (F): -0.227



No. 3
Density functional theory data (the ωB97M-V functional and the def2-TZVPD basis) for a cluster of 2 separate species, C32H30F3N3O2S in total.

Results
**Lowest unoccupied orbital energy**: -1.852 eV
**Total charge**: 0
**2S+1**: 1
**HOMO-LUMO gap**: 3.7 eV

The geometry in XYZ format:
```
71
C32H30F3N3O2S | OMol25 | the ωB97M-V functional and the def2-TZVPD basis
H -4.6180 2.2567 3.3513
C 1.7051 -0.1677 2.1709
C -1.0266 -2.4685 -3.5673
H -1.3015 -3.0958 0.3227
H 2.5844 1.4390 5.0505
H -4.1032 1.9055 0.9477
C -2.1411 2.8537 1.0590
C -1.5609 3.7387 3.2709
H 3.2463 0.9151 1.1847
C -1.0476 -2.1437 -5.9538
H 4.2473 1.8432 3.3676
H 1.7822 -1.3656 -1.0833
C 3.1067 0.5526 4.6462
H 0.7125 -0.3496 -6.8822
C -1.2020 -2.6866 -2.2248
C 0.9689 -1.5907 -1.7742
C 1.8719 0.1082 -5.0907
H -1.8819 -3.8908 -4.9494
H -0.6672 -3.2958 2.5770
H 1.8667 -1.6122 -6.4067
H -1.6592 -1.3853 -6.4675
C -3.3824 2.3996 1.6024
N 2.1900 -0.5455 4.5271
H 1.0411 -3.3871 5.1527
H 2.5171 0.3149 -3.0429
C 1.1199 -1.2861 -3.1189
H 3.1298 -1.1335 -3.8311
H -0.7184 -2.8689 -6.7137
O -2.7723 0.3514 -1.1534
H 1.2244 0.9785 -4.9227
F -0.5623 1.5527 -2.8197
F -2.4312 1.3466 -3.9585
H 3.8796 0.2708 5.3734
C -1.8219 -2.8068 -4.7850
C -1.2418 3.5468 1.9398
C -3.1255 3.4864 5.1624
C -0.0275 -2.4174 2.4928
H -0.8658 4.2513 3.9377
C 0.7414 -2.3407 5.0187
C -1.7988 2.6413 -0.2828
S -2.8164 1.7829 -1.3862
C 1.8048 -1.3928 5.6324
H -2.0895 -3.1964 -1.8517
H 1.4143 -0.7923 6.4677
H 0.9132 -0.0247 0.1785
C 2.7005 0.9479 2.1353
F -1.7536 3.3362 -3.3020
C 2.2378 -0.4978 -3.7239
H -2.8485 -2.4228 -4.7369
H -0.3003 3.9207 1.5271
O -4.0786 2.4497 -1.6293
N 0.0904 -1.5288 -5.3096
C -3.6755 2.6094 2.9353
H -0.8968 3.0711 -0.7089
C 0.1324 -1.7904 1.2048
H -0.2168 -2.2011 5.5361
H 2.7742 0.4709 -5.5920
C -0.2321 -2.1982 -1.2814
C 0.1148 -1.7520 -3.9804
C -2.7822 3.2782 3.7857
N -3.4356 3.6433 6.2812
C 0.9223 -0.5976 1.1076
C -1.8362 2.0321 -2.9621
H 2.6744 -1.9544 6.0089
C -0.5093 -2.3803 0.0929
C 1.5323 -0.8465 3.3890
H 2.1735 1.9148 2.1568
C 0.6646 -1.9416 3.5800
C 1.1498 -0.8660 -6.0176
C 3.7212 0.8878 3.2877
H 4.4724 0.1240 3.0482
```

Mulliken population analysis, charges in e, atoms 1 to 5: atom 1 (H): 0.402, atom 2 (C): -0.519, atom 3 (C): 0.118, atom 4 (H): 0.348, atom 5 (H): 0.288



No. 4
Density functional theory data (the ωB97M-V functional and the def2-TZVPD basis) for a structure of composition C32H30F3N7O2ReS2SeTe.

Results
**Lowest unoccupied orbital energy (spin up / spin down)**: -5.052 / -6.471 eV
**⟨S²⟩**: 3.7743
**Total charge**: +2
**2S+1**: 4
**HOMO-LUMO gap (spin up / spin down)**: 6.9 / 5.4 eV

The geometry in XYZ format:
```
79
C32H30F3N7O2ReS2SeTe | OMol25 | the ωB97M-V functional and the def2-TZVPD basis
H -0.4892 0.8685 -4.6140
N 1.2015 0.6245 5.8168
C 0.7355 -2.7001 -1.2189
C -2.3361 1.0749 -6.6704
H -0.2939 -1.2361 9.7622
C 0.9333 0.2340 4.5339
N -1.5146 1.6245 1.2006
O 1.1932 1.0835 -2.0162
S 1.3610 -1.7556 0.1445
C 2.2860 -4.7206 -1.0334
C -1.7510 2.7621 1.8260
Te -2.0965 1.1599 -2.4687
H -1.1612 2.5282 -4.5971
H 6.0049 2.1195 -0.8258
F 1.8929 -6.0178 -0.8597
H -5.2261 -1.1556 -5.2684
C -2.4548 0.9280 -5.2897
C 0.6511 -0.2186 6.7050
C -1.3868 1.4671 -4.4102
C -4.4296 -0.4771 -5.6519
N 2.7890 1.4679 -0.4756
C -3.2494 0.4407 -7.5400
C 0.0167 -1.2103 6.0079
H 5.1706 1.7635 1.5730
C 4.9760 2.0872 -1.0428
O -0.4601 1.6347 0.2560
H -3.2113 0.4508 -8.6325
C 0.6427 -0.1511 8.1250
H 3.5470 1.3773 1.9522
H 5.1433 2.6960 -3.1300
H 2.2228 1.5403 -4.5074
H 1.0529 -5.2128 -3.3583
H -5.0006 -0.8414 -7.6463
S -1.7246 -0.9366 0.6449
C 0.6291 -4.3801 -2.8674
H 0.0187 -1.5281 3.9286
H 1.5136 2.5939 6.3740
C -0.6045 -2.2965 6.6091
N 3.2448 1.9728 -2.6972
H -4.4494 1.9043 3.6766
C -0.5895 -2.2739 -3.0950
C -4.2479 -0.3446 -7.0231
H 1.9520 3.1643 -3.8242
H -3.1747 -1.1701 -2.9949
H -4.5478 -0.0639 -2.9159
C -3.4680 0.1200 -4.7963
C -3.6814 1.7584 2.8822
H 1.2085 0.5925 8.7408
N -0.0208 -1.8738 -1.9423
H -0.5688 -3.8159 -4.6264
F 3.2849 -4.6905 -1.9394
C -2.8614 2.8330 2.6162
C -0.0538 -1.2283 8.7229
H -1.0285 3.5395 1.6832
C 1.1407 -3.9266 -1.6173
Se 1.3581 1.1050 2.9622
H -1.0669 -3.0613 5.9622
C 2.6480 2.3993 -3.9866
F 2.7451 -4.1748 0.0814
H -1.5700 1.7227 -7.0539
C -0.2087 -3.5301 -3.5772
C 2.1339 1.7065 6.0378
C -3.5338 -0.1737 -3.2975
C -0.6495 -2.2812 7.9708
C 4.0173 1.7374 -0.0618
H -1.2125 -2.9786 8.5457
C 2.3773 1.5167 -1.6999
H -3.8349 -0.3811 2.5432
H 2.8749 1.5075 6.8345
Re -0.1190 -0.0386 -0.7953
C -2.2373 0.5390 1.4811
H 2.6224 1.8852 5.0838
H 3.4676 2.6659 -4.6565
N 4.2574 1.5935 1.2458
N 0.2334 -0.8800 4.6824
C 4.5365 2.2491 -2.3374
C -3.3256 0.5294 2.3364
H -3.0987 3.7243 3.2035
H -1.1456 -1.5680 -3.6894
```

Mulliken population analysis, charges in e, atoms 1 to 5: atom 1 (H): 0.315, atom 2 (N): 0.386, atom 3 (C): 0.722, atom 4 (C): -0.731, atom 5 (H): 0.403



No. 5
Density functional theory data (the ωB97M-V functional and the def2-TZVPD basis) for a structure of composition C32H30FeN4OS.

Results
**Lowest unoccupied orbital energy (spin up / spin down)**: -0.840 / -0.839 eV
**Total charge**: 0
**2S+1**: 1
**HOMO-LUMO gap (spin up / spin down)**: 6.7 / 6.7 eV

The geometry in XYZ format:
```
69
C32H30FeN4OS | OMol25 | the ωB97M-V functional and the def2-TZVPD basis
H 2.8670 -1.2957 -5.3244
H -2.7943 -0.0834 -3.0140
N -9.1265 0.3896 0.3589
H 3.4059 0.0052 -4.2588
C 2.1064 -1.0152 4.3747
C -0.2837 -3.0619 0.4221
C -2.0397 2.3230 0.1153
H -6.2834 1.2537 2.1646
C 5.3270 2.0248 0.0844
H -6.5154 -0.9249 -1.5135
H -0.9111 1.5044 -4.0202
C 3.1880 -1.2239 5.2130
C 1.2514 -0.2195 -4.3951
C 4.5790 -0.0872 3.6254
N 1.1305 -0.1656 2.3255
H 6.1739 2.6965 0.0222
C 4.7461 1.4940 -1.0570
C 0.1884 2.3159 0.0757
Fe 1.1557 -0.5159 0.2656
H -4.0508 -1.1499 -1.5308
H 2.7820 -1.5003 -3.5724
C 3.0004 0.3639 0.2820
C -5.7897 0.7369 1.3532
H -3.0783 2.6109 0.0967
C 4.4342 -0.7499 4.8334
H 0.9849 0.8138 2.0969
H -1.7180 -4.7782 0.5518
H -0.9460 4.2314 -0.0724
C -4.5420 -0.6215 -0.7249
C -1.7748 -1.4839 0.3156
H 0.5129 -1.0013 -4.5743
N -0.1554 1.0378 0.1882
N -0.4093 -1.7543 0.3368
C -1.5491 -3.7171 0.4698
H -3.8183 1.0522 2.1248
H 1.1347 0.5685 -5.1424
H 5.2980 -0.9129 5.4642
C -3.7756 -0.0593 0.2929
C 2.2641 -0.3431 3.1706
H -1.1898 1.5138 -2.2775
C 3.7402 0.7676 1.4221
C 4.8310 1.6387 1.3162
C -0.8887 0.8881 -3.1182
H 0.2882 -0.5189 2.7657
H 3.0556 -1.7514 6.1483
C -4.4107 0.6218 1.3284
H -1.7226 -0.8064 -4.2129
H -3.5569 -2.8390 0.4445
C -1.5414 0.9938 0.2301
S 0.8576 0.5450 -2.8167
H 0.6942 -3.5247 0.4576
H 5.1609 1.7142 -2.0346
H -1.4449 -1.0952 -2.4851
C -0.9486 3.1580 0.0234
H 1.2325 2.5951 0.0180
C -2.2899 -0.1964 0.2819
C 3.6143 0.7006 -0.9374
C -5.9211 -0.4995 -0.7165
C -6.5447 0.1777 0.3266
H 3.1832 0.3184 -1.8503
H 5.5671 0.2284 3.3197
C -1.7592 -0.3542 -3.2223
C 3.5043 0.1436 2.7612
C -7.9815 0.2964 0.3454
H 5.3056 2.0146 2.2146
C 2.6639 -0.7837 -4.3843
H 1.1210 -1.3717 4.6551
C -2.4859 -2.7237 0.4132
O 0.8971 -0.6083 -1.8402
```

Mulliken population analysis, charges in e, atoms 1 to 5: atom 1 (H): 0.429, atom 2 (H): 0.294, atom 3 (N): -0.544, atom 4 (H): 0.308, atom 5 (C): -0.744



No. 6
Density functional theory data (the ωB97M-V functional and the def2-TZVPD basis) for a structure of composition C32H30Ge2N7SSn.

Results
**Lowest unoccupied orbital energy (spin up / spin down)**: -1.229 / -1.203 eV
**⟨S²⟩**: 0.7657
**Total charge**: 0
**2S+1**: 2
**HOMO-LUMO gap (spin up / spin down)**: 4.6 / 7.0 eV

The geometry in XYZ format:
```
73
C32H30Ge2N7SSn | OMol25 | the ωB97M-V functional and the def2-TZVPD basis
H 3.2470 -2.6896 -1.5136
Ge 0.1610 0.5499 -2.3099
H -0.4588 5.0189 2.9937
N -0.7808 -1.4884 1.1045
C -2.4770 -0.6953 7.3270
H 3.3577 1.3652 -2.0284
H -1.0413 -3.3004 4.0124
C -0.9624 -1.7010 2.4739
N 1.9821 0.5210 1.3491
H -2.6467 -3.0430 -4.5745
N 5.9019 1.5610 3.2417
H -0.9914 0.8637 7.6892
S -0.3375 3.1227 0.9777
C -0.9437 4.4753 -3.6646
C -2.6904 -2.1354 -3.9709
H 2.1041 2.2114 -4.2616
C 2.2776 -1.4391 -4.7269
N -0.7744 1.8373 3.3578
H 1.9006 -2.0364 -0.5414
C 3.6352 0.3814 -2.4302
H 2.3484 -2.5321 -4.7780
Ge 2.1265 -0.8004 -2.8174
H -2.8239 -0.7475 8.3489
C -0.7837 -2.5628 0.2797
C -1.4410 0.2099 6.9960
H 1.5255 -3.1259 -1.8618
C -2.5526 -1.3883 5.0116
C -2.7323 0.1018 -2.3210
H 1.4590 -1.1148 -5.3787
C -0.9467 3.1659 -3.2114
C 0.1886 4.9542 -4.3460
H -0.1239 0.9402 5.4773
C 4.4812 0.2158 1.5503
H -4.9018 -0.0735 -2.3440
C -0.5986 2.9696 2.7220
C -1.5276 -1.5660 -3.5071
C -0.8542 -3.8788 0.6810
C -3.9088 -1.5986 -3.5705
C 5.0110 -0.8717 0.8349
H 4.2262 0.5197 -3.3606
H 0.1777 5.9372 -4.7981
H -0.5893 -1.9630 -3.9398
C -1.5070 -0.5298 4.6875
H 2.1225 4.3881 -5.0948
N -0.5882 4.1112 3.4594
N 5.4370 -1.7492 0.2244
H -0.7973 -2.2925 -0.7717
H 4.3835 -0.0955 -1.7553
H -0.9464 -4.7078 -0.0351
C -0.8717 -4.0843 2.0642
C 0.1298 2.2639 -3.3203
C 5.2118 0.9078 2.5468
H -2.7954 0.9828 -1.6873
H -0.3139 4.0620 4.4237
C 1.2370 4.0915 -4.5850
H -1.8585 2.8754 -2.6693
H -3.8486 -2.1682 6.4919
C -0.9552 -3.0466 2.9690
H -1.7858 5.1383 -3.5036
C -0.9767 0.2865 5.7050
C 1.1829 2.7747 -4.0970
H 3.2518 -1.0368 -5.1443
C -3.9407 -0.5018 -2.7004
H -4.8280 -1.9732 -3.9760
C -1.5156 -0.4103 -2.7335
C 2.2025 -2.3331 -1.5530
N -0.8459 0.6795 2.6266
H -3.1537 -1.9383 4.2456
H -0.8681 -5.0837 2.4283
C -3.0054 -1.5023 6.3250
C -1.1103 -0.4476 3.2507
Sn 0.0043 0.7435 0.4895
C 3.1267 0.4259 1.5170
```

Mulliken population analysis, charges in e, atoms 1 to 5: atom 1 (H): 0.466, atom 2 (Ge): -0.635, atom 3 (H): 0.217, atom 4 (N): 0.192, atom 5 (C): -0.483



Short version: energy above the lowest of the compared OMol25 structures with the same formula, charge and spin = 21.88 23.71 0.00 39.47 0.00 0.00 kcal/mol, in the order given.